1.
ORCA calculation (wB97M-V/def2-TZVPD) on a structure of composition C40H55Cl3CsF3N10O4S2 in a non-equilibrium geometry.

Summary:
- LUMO energy: 3.634 eV
- Calculated total energy: -133403.534 eV
- Highest occupied orbital energy: -1.005 eV
- Net charge: -2
- Max |F|: 2.8 eV/A

The geometry in XYZ format:
```
118
Properties=species:S:1:pos:R:3:forces:R:3
C 5.391 0.039 1.051 -0.02 -0.02 0.03
C -5.250 0.301 -2.089 -0.04 0.00 -0.04
H 1.505 2.726 -5.506 0.00 0.00 0.00
S -0.994 -2.949 -3.340 0.15 -0.06 0.08
H 1.900 2.268 1.731 0.07 0.14 0.21
H -1.370 -0.786 -5.296 -0.01 0.00 0.01
H -0.101 2.681 7.352 0.01 0.01 0.00
H -4.482 1.879 -4.967 0.00 0.01 -0.01
H -0.279 -0.951 0.935 0.01 -0.03 0.00
N -0.037 2.681 3.223 0.01 0.05 0.02
H -3.883 -4.030 -2.447 0.02 0.00 0.01
N 3.376 -4.313 1.156 -0.02 -0.04 0.01
Cl 6.248 3.849 -1.304 -0.03 0.02 0.01
C 0.374 2.190 -3.764 -0.07 -0.06 -0.02
H -4.426 -2.587 2.536 0.00 0.01 0.00
C 4.248 -0.770 0.740 0.05 0.09 -0.04
F -3.258 2.566 0.242 -0.02 0.03 -0.03
H 7.142 0.354 2.216 0.01 0.00 0.00
H -3.341 -5.710 -2.518 -0.02 0.01 -0.01
C -0.646 2.611 -5.850 0.01 0.00 0.01
H 4.281 -4.709 1.328 0.02 0.02 -0.01
C -4.133 0.543 -1.381 0.06 -0.03 0.00
C -3.422 2.788 -1.078 0.04 -0.09 -0.03
C -1.275 -0.829 0.491 0.00 0.03 -0.01
H -1.771 1.115 4.626 -0.03 0.01 0.03
C 3.491 3.365 -1.446 0.15 0.28 0.00
C -2.218 1.606 3.748 0.07 -0.06 0.03
H -1.427 0.215 0.224 -0.06 0.00 0.00
C 6.169 -1.496 2.749 -0.01 0.04 -0.04
H -1.827 -0.807 -2.855 0.08 -0.01 -0.08
H -1.233 2.869 6.020 -0.02 -0.01 -0.01
N -0.786 1.930 -3.162 0.01 0.00 -0.01
H 2.009 1.327 6.922 0.00 0.00 0.01
C 2.245 -4.982 0.740 0.03 0.02 0.00
N 0.682 2.165 5.512 -0.02 0.03 -0.02
N -3.089 -1.298 3.542 0.05 0.01 0.07
C 6.305 -0.308 2.017 -0.01 -0.03 0.03
H -2.692 -4.077 -4.560 0.03 -0.06 -0.03
H -6.408 0.797 -3.894 -0.01 0.01 0.01
S 2.069 -1.407 -4.446 -0.01 -0.02 0.03
C 0.805 2.371 4.113 -0.03 -0.02 0.01
H 2.422 2.978 6.398 0.00 0.01 -0.01
H -3.245 1.894 4.014 -0.02 0.02 -0.05
H -3.284 -3.397 3.637 0.00 -0.01 0.00
Cs 1.446 1.170 -0.785 -1.95 -2.03 0.04
C 5.093 -2.317 2.456 -0.03 -0.01 0.03
O 2.420 3.411 -0.817 1.02 2.02 -0.09
O 3.823 2.699 -2.425 -0.09 -0.01 0.01
H 4.312 -0.550 -4.791 0.00 -0.01 0.00
N -3.252 1.605 -1.802 0.06 0.03 0.03
H -2.441 -4.523 -1.556 0.02 -0.03 -0.01
C 2.487 1.708 2.453 0.04 0.03 -0.05
O 3.400 -0.410 -0.131 0.77 -0.39 0.28
N 1.860 -2.764 0.763 -0.02 -0.02 0.04
H 4.963 -3.233 3.028 -0.01 -0.01 -0.01
C 3.102 -2.970 1.146 0.05 0.02 -0.05
H 3.493 -2.730 -2.974 0.00 0.00 -0.02
C 1.328 -4.004 0.502 -0.03 0.04 0.01
H 5.499 0.958 0.483 0.01 -0.01 0.00
H 2.882 -1.243 -2.214 0.10 -0.12 0.24
H -5.919 -0.484 -1.747 0.00 0.00 -0.01
C -0.194 2.993 6.309 0.01 -0.01 0.00
F -4.662 3.372 -1.185 -0.03 0.04 0.00
H -4.341 -1.551 5.173 0.00 -0.01 -0.01
H -1.428 -3.018 2.125 0.05 -0.02 -0.01
C -5.490 0.957 -3.345 0.05 -0.04 0.04
C -1.858 2.364 -5.259 0.00 -0.02 0.01
Cl 4.301 5.961 -1.678 0.00 -0.04 0.02
C -1.933 2.013 -3.880 -0.06 0.00 0.01
O -0.604 -3.082 -1.900 -0.13 -0.06 -0.09
H 0.064 4.060 6.246 -0.01 0.00 -0.01
C -2.204 -1.618 -3.483 -0.04 0.03 0.01
H 3.336 0.556 -3.798 0.01 0.01 -0.01
C -3.196 1.764 -3.246 0.04 0.00 -0.01
C -2.397 -2.632 1.782 0.00 -0.03 -0.01
C -2.117 -4.351 -3.673 -0.11 0.14 -0.03
H -3.796 0.105 4.931 0.01 0.01 0.01
H -1.663 3.648 4.204 0.01 -0.01 0.04
H 3.864 1.736 4.922 0.00 -0.01 0.00
H 0.329 -4.108 0.110 -0.02 0.02 0.03
C -3.396 -2.579 2.923 0.01 -0.02 0.01
H 3.546 1.902 2.283 -0.01 -0.03 -0.06
H 6.877 -1.763 3.524 0.00 0.00 0.00
C 0.525 2.524 -5.096 -0.02 0.05 -0.01
C -2.515 -0.462 2.558 0.03 0.00 -0.03
H -1.858 3.276 2.502 -0.02 0.02 0.00
N -2.314 -1.235 1.421 -0.04 0.07 -0.03
H 2.721 0.383 4.809 -0.01 0.00 -0.01
H -1.467 -5.186 -3.936 0.03 0.00 0.06
C -2.319 -1.188 -4.939 -0.01 0.00 0.01
H -1.330 -1.449 -0.402 0.00 -0.02 0.02
H -2.608 -2.021 -5.588 0.00 0.00 0.01
H -0.606 2.882 -6.900 0.00 0.00 0.00
N 2.138 2.139 3.790 0.08 -0.04 0.04
H -3.845 -0.012 -0.497 0.02 -0.02 0.02
H -2.736 -3.239 0.941 0.01 0.00 0.00
Cl 4.497 4.583 0.864 -0.01 -0.01 -0.04
C -3.004 -4.673 -2.479 -0.02 0.01 -0.01
H -3.077 -0.410 -5.020 0.00 -0.01 0.00
C -4.121 -0.793 4.418 -0.04 0.01 -0.02
H -2.762 2.453 -5.846 -0.02 -0.03 -0.01
C 2.805 1.477 4.886 -0.03 -0.03 0.02
H -5.052 -0.570 3.876 0.01 0.01 -0.01
C 3.319 -0.121 -4.654 -0.03 0.03 0.01
H 1.258 2.138 -3.134 -0.03 0.15 -0.38
C 4.601 4.378 -0.896 0.06 -0.05 -0.01
C 2.019 2.008 6.069 -0.01 -0.03 0.00
C -1.450 2.892 3.438 0.02 -0.03 -0.04
H 2.213 -6.052 0.633 0.00 0.01 0.01
F -2.553 3.732 -1.456 0.00 0.02 0.02
H 1.800 -2.626 -2.403 0.02 -0.01 0.01
H 2.308 0.634 2.313 -0.03 -0.01 0.02
C -4.411 1.593 -3.922 0.00 0.02 -0.03
C 2.625 -2.079 -2.859 -0.10 0.16 -0.16
H 3.050 0.453 -5.540 0.01 -0.01 0.00
C 4.148 -1.997 1.481 -0.02 -0.07 0.02
H -3.158 -1.939 -3.062 0.00 0.04 0.03
N -2.161 0.752 2.592 -0.02 -0.01 0.00
```
Forces are in eV/Å.

=====

2.
ORCA calculation (wB97M-V/def2-TZVPD) on a cluster of 2 separate species, C4H8NO3 in total in a non-equilibrium geometry.

Summary:
- LUMO energy: 3.504 eV
- Calculated total energy: -11911.669 eV
- Relative energy (zero: lowest compared OMol25 entry of this formula, charge and spin): 1.625 eV
- Highest occupied orbital energy: -4.255 eV
- Net charge: -1
- Max |F|: 5.7 eV/A

The geometry in XYZ format:
```
16
Properties=species:S:1:pos:R:3:forces:R:3
H 1.579 -0.101 0.642 0.79 -0.24 -0.37
C 0.907 -1.063 -1.073 2.86 -0.65 0.12
N 0.800 -0.512 0.170 0.61 -0.77 -1.79
C 2.427 -1.436 -1.431 -1.37 1.49 1.43
C -1.675 1.283 1.924 -4.57 -0.72 -1.70
C -2.203 1.468 0.470 -1.50 2.43 2.10
O -0.641 0.699 2.042 5.44 -1.74 0.34
H -2.020 2.451 0.110 0.35 1.16 -0.29
H 2.472 -1.874 -2.352 -0.44 -1.06 -2.70
O 0.091 -1.464 -1.885 -0.76 0.66 0.95
H 2.763 -2.194 -0.784 0.36 -0.89 1.31
O -2.518 1.430 2.802 -1.21 1.50 1.43
H -1.912 0.849 -0.259 2.13 -2.73 -2.43
H -3.270 1.359 0.399 -0.76 0.13 0.65
H 3.187 -0.681 -1.465 0.11 0.94 0.45
H 0.014 -0.212 0.690 -2.02 0.48 0.49
```
Forces are in eV/Å.

=====

3.
ORCA calculation (wB97M-V/def2-TZVPD) on the ion CH2N5 with charge -1 in a non-equilibrium geometry.

Summary:
- LUMO energy: 4.553 eV
- Calculated total energy: -8517.152 eV
- Relative energy (zero: lowest compared OMol25 entry of this formula, charge and spin): 2.722 eV
- Highest occupied orbital energy: -2.479 eV
- Net charge: -1
- Max |F|: 4.9 eV/A

The geometry in XYZ format:
```
8
Properties=species:S:1:pos:R:3:forces:R:3
C 0.232 -0.079 0.305 -4.79 0.55 -0.91
H 1.761 0.951 0.088 1.22 1.38 -0.55
N 1.566 0.009 0.233 1.18 -1.10 0.79
N -0.486 -1.128 0.159 1.45 1.57 0.46
H 1.980 -0.683 -0.381 0.20 0.42 -0.10
N -1.203 1.353 -0.075 1.55 -3.81 0.19
N -1.800 -0.857 -0.107 -1.54 0.13 -0.60
N -2.050 0.435 -0.222 0.73 0.84 0.74
```
Forces are in eV/Å.

=====

4.
ORCA calculation (wB97M-V/def2-TZVPD) on a structure of composition C29H48NP3RhS2 in a non-equilibrium geometry.

Summary:
- LUMO energy (alpha / beta): -7.015 / -10.422 eV
- Calculated total energy: -84858.682 eV
- Relative energy (zero: lowest compared OMol25 entry of this formula, charge and spin): 0.000 eV
- Highest occupied orbital energy (alpha / beta): -14.358 / -16.289 eV
- Net charge: +3
- Max |F|: 3.7 eV/A
- Multiplicity: 5

The geometry in XYZ format:
```
84
Properties=species:S:1:pos:R:3:forces:R:3
C 1.152 -4.728 2.730 -0.20 0.21 -0.08
S -0.144 -1.266 -2.056 0.65 0.73 0.54
C 0.730 3.167 1.978 -0.26 0.06 -0.15
C -1.576 1.626 1.277 0.27 0.14 0.46
H 1.996 -1.249 1.465 0.04 -0.25 0.34
H 4.045 -0.386 -0.956 0.10 0.17 -0.21
H 3.605 -0.325 -5.102 -0.81 0.24 0.47
H -1.318 1.937 6.041 0.65 -0.30 -0.31
C -1.855 0.488 -5.834 -0.42 -0.41 0.02
H -1.052 -2.129 4.627 0.36 -0.45 0.08
H -2.914 0.601 -2.862 -0.28 -0.06 0.04
H 2.558 3.334 -2.048 0.12 0.12 0.19
H 0.199 4.017 -1.056 -0.15 -0.01 -0.01
H -0.009 3.943 2.228 0.29 -0.11 0.06
C -1.801 -0.912 -5.643 0.29 -0.24 0.53
C 3.827 0.548 -1.489 0.46 0.51 0.15
H 2.332 -0.406 3.543 -0.13 0.27 0.16
C 0.797 -3.528 2.107 0.02 0.32 0.36
H -1.236 4.148 0.002 0.06 0.08 -0.27
H -2.196 -1.631 -6.367 0.14 0.53 0.07
H 2.571 4.064 -0.402 0.16 -0.08 -0.21
C -0.817 0.584 4.435 0.33 0.13 -0.49
H -1.269 -2.502 -4.277 0.05 0.34 -0.08
H -5.945 -2.463 -1.931 -0.07 0.18 -0.19
H 1.076 -3.283 1.077 0.10 -0.31 0.40
C 2.527 -1.703 -3.839 0.42 0.15 -0.85
H 4.806 1.054 1.117 -0.05 0.16 0.16
H -2.995 -1.307 0.520 -0.25 -0.03 -0.11
C 2.733 -0.979 -4.951 -0.10 -0.83 -0.62
H 4.742 1.032 -1.823 0.29 -0.29 -0.27
H -2.291 0.900 -6.753 0.10 -0.19 0.50
C -0.623 0.825 -3.783 -0.68 0.12 -0.05
Rh 1.182 0.552 -0.279 -2.57 -2.55 -0.74
C -0.610 3.461 -0.579 0.05 0.39 0.19
H 3.166 0.340 -2.338 0.27 0.21 0.15
H -2.690 -1.993 -2.158 0.28 0.22 0.34
H -1.520 2.431 -4.922 0.38 -0.47 -0.19
H 1.063 -5.899 4.539 -0.08 0.13 -0.10
H -0.424 -4.253 5.743 0.19 -0.20 -0.35
C 0.222 -0.005 3.692 -0.28 0.23 0.66
S -0.126 -0.969 2.207 0.63 0.10 0.68
H 3.507 1.850 2.059 0.13 -0.01 -0.13
C 0.095 -2.583 2.860 0.07 -1.12 0.10
H 3.043 -1.497 -2.906 0.25 -0.32 -0.28
H -5.349 -1.811 -3.512 -0.21 -0.06 0.05
C 1.882 0.985 5.135 -0.45 -0.16 0.36
C -5.079 -2.291 -2.571 0.02 0.12 -0.13
H -4.674 -0.693 0.441 0.17 -0.31 -0.22
C -0.423 -2.875 4.129 0.25 0.44 -0.35
H 2.138 -1.182 -5.883 0.78 0.03 1.00
H -3.097 0.900 -1.126 -0.26 -0.34 -0.27
H -1.860 0.388 4.184 0.21 0.16 0.02
C -0.066 -4.074 4.727 -0.23 0.07 0.06
C -3.983 -1.464 0.061 0.02 -0.26 0.39
H -4.610 -3.262 -2.803 -0.18 0.38 0.15
C -0.498 1.452 5.482 0.30 -0.24 0.43
H 2.938 1.073 5.429 -0.63 0.08 -0.06
C -0.686 -0.558 -3.494 0.23 -0.31 -0.72
C 1.552 0.143 4.072 0.15 0.16 -0.03
C -3.574 0.442 -2.005 -0.07 0.11 -0.48
C 0.852 1.636 5.850 0.11 0.22 -0.15
C 4.076 1.869 1.125 0.08 0.01 0.07
H -0.029 1.443 -3.122 -0.25 0.25 0.12
P -3.824 -1.317 -1.718 0.13 -0.43 0.31
H 1.678 3.651 1.710 -0.26 -0.15 0.10
H 0.871 2.513 2.849 0.04 0.16 -0.25
H -1.348 0.897 2.068 -0.55 0.80 -0.54
H 1.973 -2.639 -3.883 -0.50 0.45 0.16
H 1.111 2.298 6.701 -0.25 -0.52 -0.69
C -1.256 -1.426 -4.466 -0.55 0.16 -0.52
H -1.224 2.973 -1.340 0.11 0.04 0.04
C 3.052 3.339 -1.069 -0.05 -0.37 -0.08
H -4.529 0.931 -2.190 -0.05 0.06 0.04
P 2.997 1.671 -0.321 3.14 1.26 -0.83
H 4.593 2.833 1.029 -0.01 -0.33 0.16
N 1.198 -0.657 1.277 -0.34 -0.64 0.04
H -2.195 1.136 0.511 0.32 0.29 0.31
C -1.367 1.348 -4.840 0.76 0.17 0.10
C 0.747 -4.985 4.045 0.06 0.14 -0.27
P 0.017 2.223 0.584 -2.27 0.87 0.61
H 1.760 -5.426 2.160 -0.15 -0.07 0.28
H -2.086 2.480 1.726 -0.30 -0.09 -0.03
H 4.114 3.591 -1.188 -0.26 0.13 -0.06
H -4.356 -2.458 0.338 0.10 0.23 -0.01
```
Forces are in eV/Å.